Molecular formula: C3H3ClN2
Method: DFT, ωB97M-V with the def2-TZVPD basis set

As for the SMILES: C=CC1(Cl)N=N1. The highest occupied orbital energy is -10.483 eV. The molecular weight is 102.5 g mol⁻¹. The HOMO-LUMO gap is 9.79 eV. The electronic energy comes out at -685.6733 a.u.

Structure (ORCA input):
```
! wB97M-V def2-TZVPD RIJCOSX def2/J DEFGRID3
* xyz 0 1
C 0.28 0.35 -0.30
H 0.74 1.10 0.36
Cl 1.33 -2.28 -2.54
H 0.53 -1.44 0.65
H -0.15 0.98 -1.11
N -1.42 -2.58 -1.55
C 0.13 -0.99 -0.27
N -1.53 -1.57 -2.19
C -0.34 -1.74 -1.33
*
```